104
Properties=species:S:1:pos:R:3:forces:R:3:lowdin_charge:R:1 method="wB97M-V/def2-TZVPD" e_lumo_ev=-0.630 total_charge=0 homo_lumo_gap_ha=0.3067 e_tot_ev=-78105.092 e_homo_ev=-8.976
O -15.405 11.952 -5.508 0.7600 1.3254 -3.7171 0.259
H -14.999 12.755 -5.844 0.1798 0.4080 -0.5415 0.161
H -16.069 12.223 -4.869 -2.6534 0.0930 1.7353 -0.007
H -14.741 11.487 -4.994 1.9243 -2.5991 2.1637 0.037
C -18.305 11.917 -1.632 1.2955 0.1137 -3.2284 -0.699
F -19.117 11.168 -0.983 -1.1662 -0.9230 1.2752 0.187
F -18.756 13.158 -1.719 -0.1195 0.3225 0.3410 0.152
F -17.105 11.890 -1.084 0.3542 0.2387 0.4999 0.157
S -18.116 11.219 -3.425 -0.6124 -0.9455 -0.3766 0.653
O -19.502 11.076 -3.951 2.2647 0.7405 0.9487 -0.337
O -17.308 12.215 -4.162 -1.3487 0.1044 1.1863 -0.311
O -17.408 9.953 -3.229 -0.7623 1.4264 -0.2254 -0.328
C -18.512 6.338 -3.731 0.8085 -1.5471 -1.5846 -0.780
O -17.530 6.064 -4.392 0.9931 0.0221 0.1556 0.040
N -18.777 7.466 -3.148 1.3069 4.5620 1.0624 0.163
N -19.573 5.582 -3.599 -3.8662 -3.2303 0.5524 0.149
H -18.145 8.201 -3.432 -0.4037 0.4055 0.4913 0.066
H -19.551 7.664 -2.530 0.4250 -0.1375 -0.2929 0.119
H -20.394 6.080 -3.287 0.0294 -0.6957 -0.0426 0.099
H -19.650 4.575 -3.609 0.5199 0.3449 -0.3841 0.116
C -19.642 11.074 -7.581 1.0640 1.1762 -0.5684 -0.829
O -19.571 10.649 -8.703 1.0353 -0.2249 -2.1692 0.049
N -20.506 10.663 -6.761 -5.8748 -3.8393 3.4620 0.172
N -18.928 12.034 -7.014 3.2929 2.5408 -1.1281 0.163
H -20.696 10.955 -5.812 0.4668 0.0629 -0.3296 0.092
H -21.094 9.939 -7.147 -0.1157 0.0589 0.3872 0.129
H -18.286 12.408 -7.698 0.2122 0.5023 0.6555 0.109
H -18.993 12.400 -6.075 -0.0827 -0.3413 -0.3864 0.080
C -22.543 11.704 -2.452 2.2859 -0.7515 -1.6329 -0.839
O -23.699 11.571 -2.389 -5.6956 -0.1382 1.0797 0.086
N -21.942 12.723 -3.006 1.1548 3.8346 -0.9166 0.182
N -21.694 10.713 -2.250 1.2228 -2.6139 1.7085 0.157
H -20.940 12.709 -3.128 -0.4249 0.4214 -0.3265 0.075
H -22.549 13.428 -3.401 0.5292 0.1187 0.1281 0.124
H -22.201 9.841 -2.298 0.6944 -0.2103 0.1821 0.121
H -20.754 10.829 -2.601 -0.4315 -0.7932 -0.1504 0.029
C -13.856 12.432 -2.436 -0.3789 2.0824 -0.7521 -0.050
C -13.045 11.446 -3.202 0.7554 -2.0394 1.5080 -0.389
C -12.205 10.554 -2.218 0.6518 0.9475 -0.4017 -0.176
O -11.435 9.524 -2.823 -1.9600 -0.4219 -0.2270 -0.194
C -10.249 9.889 -3.464 0.4039 -0.1478 0.6014 -0.113
N -13.970 10.513 -3.893 1.4190 1.1109 -1.4483 0.058
H -14.594 12.050 -1.730 0.2831 -0.3418 -0.1052 0.083
H -14.385 12.993 -3.206 -0.7891 -0.0812 -0.0635 0.064
H -13.342 13.298 -2.019 0.6384 -0.5082 0.5879 0.090
H -12.398 11.845 -3.983 -0.0320 0.5955 0.1609 0.135
H -12.983 10.167 -1.561 0.3876 -0.6724 0.0389 0.100
H -11.482 11.103 -1.615 -0.2144 0.6911 0.1740 0.125
H -10.313 10.680 -4.211 -0.3492 0.0229 -0.2092 0.081
H -9.893 8.960 -3.910 0.2104 0.2592 -0.1348 0.096
H -9.548 10.224 -2.699 0.4103 0.0838 -0.0204 0.087
H -13.273 10.049 -4.458 -0.3424 -0.9403 -0.5069 0.098
H -14.306 9.821 -3.238 -0.5629 -0.0184 0.4560 0.047
C -21.864 13.584 3.530 -0.9091 -0.7081 -0.8713 -0.046
C -21.678 13.302 1.988 -0.3834 -0.8706 1.5358 -0.410
C -22.223 11.923 1.478 -1.3871 -0.3711 2.6027 -0.139
O -22.107 10.784 2.461 1.4453 1.5564 -2.5109 -0.195
C -20.814 10.202 2.240 -0.9905 -0.3656 0.8366 -0.120
N -22.349 14.337 1.252 0.5979 0.9821 -0.5000 0.020
H -22.849 13.235 3.838 -0.0812 -0.3019 0.0736 0.072
H -21.903 14.650 3.756 0.5513 0.0583 -0.2964 0.068
H -21.126 13.066 4.143 -0.0111 0.0920 -0.0967 0.069
H -20.593 13.335 1.886 0.0586 0.2811 -0.7504 0.122
H -21.916 11.734 0.450 0.6013 -0.5569 0.1343 0.095
H -23.310 11.978 1.421 -0.0927 0.4827 -0.0317 0.118
H -20.020 10.862 2.589 0.1937 0.0724 -0.1142 0.081
H -20.692 9.938 1.190 0.1741 0.0027 -0.0686 0.071
H -20.818 9.297 2.848 0.3091 -0.0692 -0.0719 0.085
H -23.341 14.423 1.420 -0.0192 -0.3104 0.1805 0.096
H -22.197 14.303 0.254 -0.0708 -0.1813 -0.1267 0.066
C -20.122 16.048 -1.023 0.8256 -0.9112 -0.4879 -0.077
C -20.276 17.266 -0.098 1.2724 -1.2202 -1.5317 -0.437
C -19.974 18.562 -0.860 0.2293 -0.0359 -0.8162 -0.152
O -18.635 18.621 -1.443 -1.4093 -2.9021 2.3615 -0.173
C -18.338 19.812 -1.970 0.1452 2.3774 -1.1096 -0.194
N -21.632 17.155 0.343 -0.5080 1.0218 0.1224 0.030
H -20.883 15.993 -1.802 0.0025 0.5620 -0.1499 0.083
H -20.218 15.069 -0.554 -0.3663 0.1545 0.9044 0.043
H -19.139 15.887 -1.465 0.1515 0.7690 -0.2744 0.069
H -19.605 17.117 0.747 0.5615 0.3841 -0.0054 0.137
H -20.209 19.431 -0.246 0.5170 0.2503 0.3761 0.119
H -20.661 18.660 -1.700 -0.3327 -0.2648 -0.1702 0.125
H -18.395 20.630 -1.252 0.1998 0.2168 0.3855 0.086
H -19.046 20.096 -2.748 -0.2038 0.0675 -0.4742 0.086
H -17.344 19.805 -2.416 0.0424 -0.1557 0.1059 0.092
H -21.813 17.900 1.001 -0.3362 0.0365 0.3231 0.074
H -21.625 16.279 0.845 -0.7795 -0.1840 0.4098 0.025
C -16.967 8.158 -0.354 -0.7766 -0.1195 1.1141 -0.050
C -15.606 8.759 -0.380 -0.5327 0.2783 1.3379 -0.480
C -14.576 7.886 0.248 1.2184 0.3531 2.1310 -0.172
O -14.742 7.748 1.709 -0.0663 0.4754 -1.5612 -0.190
C -13.823 6.821 2.277 -1.3943 -0.6663 -0.8573 -0.109
N -15.221 9.009 -1.729 0.3759 -0.4805 -0.9969 0.055
H -17.656 8.837 -0.856 -0.2089 -0.0292 0.2331 0.057
H -17.174 8.091 0.714 -0.7672 -0.2614 -0.0177 0.090
H -17.078 7.179 -0.820 0.3305 -0.0738 -0.0445 0.092
H -15.681 9.681 0.197 0.2421 0.2968 -0.0072 0.144
H -13.605 8.369 0.146 0.2864 0.0169 -0.3787 0.122
H -14.535 6.953 -0.313 -0.1018 -0.6147 0.4084 0.132
H -12.763 7.051 2.168 -0.0012 0.4262 0.1043 0.085
H -14.040 5.908 1.724 0.5343 -0.5910 0.2112 0.081
H -14.146 6.652 3.304 0.3601 0.2513 0.0241 0.089
H -14.905 8.090 -2.004 0.6444 -0.3699 -0.6717 0.098
H -16.111 9.016 -2.206 0.0665 0.6960 -0.5945 0.030

75
Properties=species:S:1:pos:R:3:forces:R:3:lowdin_charge:R:1 method="wB97M-V/def2-TZVPD" e_lumo_ev="3.841 / 3.841" multiplicity=6 s_squared=8.860 total_charge=-2 homo_lumo_gap_ha="0.1565 / 0.1932" relative_energy_kcal_mol=44.9 e_tot_ev=-230977.480 e_homo_ev="-0.417 / -1.418"
Mn -0.662 -0.289 -0.123 1.9999 0.2131 0.2210 0.843
Br 4.954 -4.544 -2.516 -0.0187 0.0517 0.0043 0.623
C 3.512 -3.620 -1.646 0.3682 -0.0433 -0.4766 -0.702
C 3.037 -4.125 -0.448 -0.5926 0.3053 0.2547 -0.138
C 1.957 -3.490 0.152 0.4213 -0.4086 -0.0827 -0.025
C 1.358 -2.355 -0.406 0.1243 0.3414 -0.6153 -0.342
O 0.345 -1.809 0.183 0.6604 -1.4123 0.3137 -0.150
C 1.918 -1.809 -1.624 0.2169 -1.2132 0.7868 -0.156
C 1.481 -0.584 -2.139 -0.7333 1.0813 -0.1487 -0.073
N 0.464 0.140 -1.641 1.0959 0.2126 -1.2868 0.003
C 0.283 1.450 -2.012 0.3415 -0.1763 -0.3168 -0.223
C 1.170 2.247 -2.759 0.2151 -0.2445 -0.0776 -0.038
C 0.831 3.549 -3.078 -0.2542 0.1074 -0.0344 -0.111
C -0.390 4.090 -2.717 0.1717 0.3252 -0.1599 -0.080
C -1.295 3.338 -1.948 -0.3998 0.2982 0.0678 -0.167
C -2.562 3.807 -1.541 0.0962 -0.8645 0.3262 -0.019
C -3.357 2.974 -0.753 0.0257 0.8673 -0.4293 -0.079
C -2.890 1.748 -0.348 0.7938 -0.8584 0.0200 -0.100
N -1.690 1.255 -0.731 -1.3102 2.7122 -0.8843 0.035
C -0.923 2.030 -1.554 -0.5537 -0.3908 0.4490 -0.138
C 2.994 -2.495 -2.239 -0.3453 0.1652 0.2912 -0.102
H 3.500 -4.981 0.018 0.0253 -0.0633 0.0006 0.091
H 1.573 -3.845 1.097 -0.0239 0.0453 0.0824 0.100
H 2.037 -0.166 -2.975 -0.0283 0.0038 0.0484 0.111
H 2.146 1.879 -3.039 0.0069 -0.0651 0.0580 0.093
H 1.539 4.159 -3.624 0.0605 0.0142 -0.0163 0.093
H -0.644 5.111 -2.969 -0.0059 0.0408 -0.0493 0.091
H -2.896 4.788 -1.843 -0.0327 0.0989 -0.0161 0.100
H -4.345 3.292 -0.445 -0.0016 -0.0012 0.0834 0.091
H -3.475 1.114 0.306 0.0518 -0.0442 0.0001 0.101
H 3.401 -2.106 -3.162 0.0800 -0.0314 -0.0116 0.098
C -2.138 -1.770 -3.258 0.0185 -0.0113 0.1360 -0.021
C -2.738 -2.000 -1.904 0.1815 0.2763 0.6901 -0.303
C -3.872 -2.768 -1.706 -0.2003 -0.2011 -0.2530 -0.075
C -4.360 -2.949 -0.409 0.5537 0.5170 0.4600 -0.082
C -3.728 -2.322 0.651 -0.6055 -0.5950 -0.3896 -0.018
C -2.609 -1.507 0.393 -0.6247 -0.2884 -0.2928 -0.425
N -2.118 -1.399 -0.873 -2.8180 -2.2699 -1.5824 0.053
N -1.937 -0.736 1.237 -0.7270 -0.2905 0.8091 -0.100
Si -2.141 -0.533 2.937 0.1474 0.2727 1.0265 0.482
C -4.003 -0.294 3.379 0.5459 -0.2127 -0.2309 -0.185
C -1.534 -2.090 3.875 -0.2080 0.6609 -0.4272 -0.162
C -1.254 1.054 3.480 -0.2679 -0.6731 -0.2127 -0.157
H -2.735 -2.233 -4.040 -0.0100 -0.0271 -0.0336 0.067
H -1.128 -2.179 -3.279 0.0850 -0.0126 -0.0509 0.080
H -2.056 -0.699 -3.447 0.0190 0.0465 -0.0252 0.079
H -4.374 -3.230 -2.545 0.0503 -0.0126 -0.0753 0.089
H -5.233 -3.565 -0.234 -0.0179 -0.0256 0.0065 0.094
H -4.082 -2.439 1.661 -0.0545 -0.0087 0.1395 0.081
H -4.511 -1.238 3.553 -0.1231 -0.2377 0.0099 0.002
H -4.534 0.224 2.586 -0.1174 0.1469 -0.2147 0.010
H -4.105 0.297 4.283 0.0884 0.1443 0.2012 0.010
H -2.103 -2.976 3.600 -0.1697 -0.1084 -0.1091 0.012
H -1.611 -1.963 4.951 -0.0456 0.0868 0.2249 0.017
H -0.492 -2.284 3.639 0.2351 0.0330 -0.0709 -0.016
H -1.335 1.822 2.714 0.0051 0.0670 -0.1388 0.015
H -0.195 0.864 3.616 0.2572 -0.0633 -0.0541 0.010
H -1.641 1.459 4.414 -0.1925 -0.0858 0.1790 0.018
Se 2.328 -1.226 3.071 -1.1654 -0.2516 0.2023 0.488
C 4.089 -1.005 3.058 0.4641 -0.0142 0.2165 -1.030
N 5.236 -0.851 3.060 0.8376 0.0983 -0.0846 -0.035
I 7.257 2.158 -0.191 -0.2926 -0.0639 0.0745 0.734
C 5.183 2.042 0.238 0.3111 0.0886 -0.1805 -0.703
C 4.515 3.214 0.547 0.2970 0.1420 0.0132 -0.174
C 3.164 3.160 0.813 -0.3950 -0.2869 0.0355 -0.022
C 2.479 1.948 0.756 0.4232 0.1091 -0.1643 -0.108
C 3.176 0.786 0.426 -0.5158 0.2243 0.0682 -0.046
C 4.532 0.826 0.171 0.4000 0.0106 -0.0810 -0.145
C 1.003 1.928 1.032 -0.4572 -0.2537 0.2382 -0.580
O 0.416 2.967 1.331 0.0605 0.2739 -0.0913 0.027
O 0.441 0.779 0.936 1.5756 1.7421 1.5189 -0.160
H 5.043 4.156 0.589 0.0614 0.0367 -0.0033 0.077
H 2.609 4.050 1.070 -0.0630 0.0651 0.0060 0.110
H 2.651 -0.155 0.393 -0.0325 -0.0122 0.1000 0.069
H 5.073 -0.079 -0.054 0.0305 -0.1026 0.0078 0.096